Computed, not measured: a cluster of 40 separate species, H80O40 in total, with wB97M-V/def2-TZVPD.

## Properties
* strongest force on any atom: 0.0574 hartree/bohr
* relative energy (zero: lowest compared OMol25 entry of this formula, charge and spin): 871.7 kJ/mol
* spin multiplicity: 1
* E_HOMO: -10.1 eV
* LUMO energy: -0.69 eV

Geometry as XYZ:
```
120
Properties=species:S:1:pos:R:3:forces:R:3
H 2.74943 2.07001 1.59792 0.2 -0.2 1.2
H 1.83468 2.99038 1.02150 -0.4 0.8 0.3
O 2.17872 2.80580 1.91296 0.0 -0.6 -1.5
H 3.67059 0.17071 -5.47033 -0.2 -1.1 0.3
H 3.57282 -1.10067 -4.39610 0.2 0.8 -1.0
O 3.60034 -0.13943 -4.55429 0.1 0.3 0.9
H -3.82433 0.73787 2.19967 0.4 -1.3 -0.2
H -3.28559 1.64831 3.14664 1.5 -0.8 -0.6
O -2.96079 0.84127 2.63454 -1.7 1.9 0.4
H -5.31033 2.79834 -0.88092 0.4 1.2 0.1
H -5.68645 4.23777 -0.51508 0.1 -1.6 1.0
O -5.57761 3.32979 -0.10348 -0.5 1.4 -1.1
H 1.67526 1.74665 -5.90226 0.2 0.4 0.1
H 0.26914 1.33865 -6.20523 -0.1 -0.2 -0.1
O 1.17185 0.99848 -6.22169 -0.2 -0.3 -0.1
H -1.21752 5.83260 -1.29680 1.1 0.8 0.2
O -0.30816 6.09654 -1.59305 -1.7 -1.0 0.0
H 2.60223 -0.68481 2.93614 -0.1 0.6 0.0
O 3.34922 -1.28079 2.91946 0.3 -0.6 0.2
H -1.48462 -1.47685 3.86559 0.0 0.4 -0.2
H -2.52185 -2.38113 3.23881 -0.3 0.0 -0.3
O -1.85751 -2.35306 3.92768 0.2 -0.4 0.3
H 3.80921 1.09720 0.32142 -0.8 -0.7 0.2
H 4.10252 -0.07014 1.16598 0.1 -0.3 0.7
O 3.33510 0.39959 0.83415 0.2 1.3 -1.2
H 3.07391 -3.58526 4.49465 0.5 0.2 0.1
H 1.94618 -4.50820 4.29513 -0.4 -0.3 0.0
O 2.49703 -4.16487 5.00174 0.1 0.3 0.0
H 2.37963 -4.30111 -1.91405 0.4 0.2 -0.4
H 2.73626 -3.85404 -0.48381 0.1 -0.3 -0.9
O 2.28814 -4.55335 -1.00338 -0.9 -0.5 0.7
H -2.04491 2.16249 0.83838 0.2 -0.2 0.4
O -1.25826 2.72407 0.85230 -0.3 0.2 -0.7
H 0.89140 -6.00813 1.41855 -0.2 0.3 0.4
H 0.36846 -6.83801 0.32259 -0.3 -0.1 0.5
O 0.15131 -6.59897 1.24412 0.4 -0.1 -1.0
H -3.49036 4.03908 -2.65376 -0.5 -0.1 0.6
H -4.25957 5.39426 -2.23655 0.0 -0.5 0.3
O -3.64606 4.96937 -2.83324 0.6 0.5 -0.9
H 0.81289 1.15934 -0.31027 -0.5 -0.4 0.5
H -0.02777 0.40517 -1.40692 -0.2 -0.2 1.0
O 0.82254 0.80176 -1.19467 1.1 0.1 -1.1
H 6.70529 0.54542 1.22509 -0.5 0.0 -0.3
H 6.08121 1.94802 1.17196 -0.3 -1.1 -0.1
O 5.91867 1.01267 0.89355 1.3 1.9 1.2
H -2.28714 -0.70080 0.12034 -0.2 -0.3 0.1
H -1.13744 -0.23895 1.03175 0.2 0.2 0.2
O -1.38910 -0.36448 0.11060 -0.2 0.2 -0.4
H 3.68734 1.02044 -2.53721 -0.2 0.3 0.1
H 4.99925 1.72216 -2.53262 0.4 0.3 -0.3
O 4.15876 1.74116 -2.08081 -0.5 -0.4 0.1
H -0.65676 -2.83020 -0.20681 -0.4 0.3 0.1
O 0.17227 -2.92491 0.26538 0.9 0.2 -1.1
H 4.87390 -3.17535 -0.72147 0.3 -0.2 0.3
H 4.36129 -1.82117 -1.23663 0.2 -0.6 0.2
O 4.10691 -2.76225 -1.10963 -0.2 1.3 -0.8
H -0.94570 -0.05891 5.25997 0.9 -0.5 -0.7
O -0.09029 0.23679 4.89373 -0.7 1.2 2.4
H -4.32226 -3.04788 -0.15448 0.9 0.6 0.9
H -3.02262 -3.65709 -0.44099 0.7 0.2 0.5
O -3.38152 -2.96472 0.15000 -1.5 -0.7 -1.3
H -2.97750 1.98779 -1.37198 0.4 -0.2 0.1
H -4.40993 1.36277 -1.27816 1.3 0.0 -0.6
O -3.86516 2.04209 -1.73149 -0.3 -0.1 0.3
H -5.88304 1.09318 -3.59747 0.4 0.2 -0.4
H -4.77188 0.08302 -3.78733 0.2 0.5 -0.1
O -4.93759 1.04421 -3.82282 -0.9 -1.1 -0.1
H 0.45824 -3.15998 -3.53217 -0.6 -0.6 0.4
H 0.84459 -2.38778 -4.64661 -0.7 0.0 -0.8
O 0.09103 -2.96139 -4.40175 1.6 0.5 0.0
H 3.13751 -4.87348 1.02236 0.8 -0.8 -0.2
H 3.08123 -3.56160 1.48436 0.2 0.6 0.5
O 3.77788 -4.17174 1.21078 -1.0 -0.3 0.4
H -1.16292 -1.72786 -3.65502 -0.2 -0.4 0.5
H -1.64554 -2.55216 -2.43835 -0.1 0.4 -0.2
O -1.55773 -1.64450 -2.76724 -0.1 0.2 0.0
H 1.79839 -2.27055 6.13559 -0.5 0.2 -0.6
H 0.80602 -0.90294 5.94582 1.4 -1.5 0.8
O 1.35037 -1.51510 6.53479 -0.7 1.1 0.1
H -2.82718 1.89237 4.75451 1.3 0.6 0.2
H -1.81448 3.09746 4.16403 -0.6 -1.1 0.5
O -2.71209 2.78634 4.39652 -0.6 0.8 0.0
H 2.95351 1.58425 4.38430 0.0 0.9 1.4
H 4.64964 2.03759 4.40599 -1.3 0.3 1.1
O 3.84640 1.62741 4.08024 1.2 -1.1 -2.4
H 0.31786 -3.08036 2.22828 0.2 0.4 0.4
H 1.28252 -2.75760 3.51776 -0.7 0.1 -0.1
O 1.15340 -3.23988 2.69466 0.8 -0.6 -0.3
H -5.99535 -0.70740 2.64966 1.0 -0.5 0.1
O -5.18771 -0.79749 2.09264 -2.1 1.2 -0.2
H -0.86447 -5.01592 -1.29581 0.2 -0.3 0.4
H -1.89040 -5.68732 -0.32115 0.4 -0.3 0.5
O -1.76931 -5.00715 -0.97795 -0.6 0.6 -0.8
H 0.84391 -2.63164 -0.40238 -0.8 -0.3 1.1
H -0.28903 5.50273 -2.35578 0.6 0.2 -0.3
H 0.34344 -0.28570 4.23677 -0.6 -0.6 -1.0
H 3.10149 -1.87015 2.19981 0.0 0.0 0.0
H -1.15327 2.95472 -0.08328 0.1 0.2 0.3
H -5.55173 -0.25397 1.34460 0.8 -0.9 0.1
O -0.02955 0.88138 2.48617 1.0 0.4 -0.7
H 0.66822 1.54733 2.28699 -0.2 -0.5 0.0
H -0.78753 1.44651 2.66132 -0.3 -0.3 0.0
O -5.71778 0.55567 -0.25038 -0.2 -1.1 -0.9
H -5.54503 1.47815 -0.00418 -1.0 -0.1 -0.3
H -6.10682 0.35938 -1.14815 0.5 1.0 1.7
O 5.56725 -0.41304 -1.04220 -0.1 -0.8 -0.7
H 6.34327 -0.19744 -1.56381 0.0 0.0 0.0
H 5.07572 0.41466 -0.93932 0.3 -0.1 -0.2
O -0.91855 2.29686 -2.54736 -0.3 0.1 0.0
H -0.75873 1.44463 -2.96357 -0.6 -0.2 -0.2
H -0.04249 2.44316 -2.17390 0.1 0.2 0.4
O 0.01646 5.18765 1.59189 -0.1 -0.6 0.1
H 0.76381 5.70062 1.88987 0.3 0.3 0.1
H 0.25242 4.27851 1.83094 -0.3 0.3 -0.1
O 0.34324 3.39467 -4.76724 1.0 0.4 0.1
H -0.32755 3.24109 -5.43787 0.2 -0.3 0.2
H 0.45411 2.57402 -4.25747 -0.5 0.6 -0.5
O -1.94387 2.16994 -5.47184 0.0 -0.2 -0.4
H -2.65033 1.57125 -5.22436 -0.3 -0.1 0.0
H -2.18668 3.01608 -5.08805 -0.2 0.1 0.3
```
Forces are in eV/Å.

Computed, not measured: a cluster of 40 separate species, H80O40 in total, with wB97M-V/def2-TZVPD.

## Properties
* strongest force on any atom: 0.0586 hartree/bohr
* relative energy (zero: lowest compared OMol25 entry of this formula, charge and spin): 710.3 kJ/mol
* spin multiplicity: 1
* E_HOMO: -9.9 eV
* LUMO energy: -0.75 eV

Geometry as XYZ:
```
120
Properties=species:S:1:pos:R:3:forces:R:3
H -3.02751 -0.57629 3.76043 0.5 0.4 -0.5
H -3.39764 -1.49546 2.69415 0.5 0.2 -0.9
O -2.78731 -0.73861 2.81838 -1.1 -1.2 1.2
H 1.73952 2.31768 -0.04942 0.2 0.2 0.3
H 0.59313 2.22123 -1.04746 -0.3 0.0 0.5
O 0.78847 2.44765 -0.08787 -0.1 0.1 -0.8
H 0.43828 0.64647 -2.38896 0.2 0.4 -0.3
H 0.09368 1.99303 -3.20475 0.1 -0.5 -0.3
O -0.02812 1.49679 -2.38290 -0.2 0.6 0.3
H -3.40894 0.24414 1.59669 -0.2 0.1 -0.1
H -3.15288 1.22522 0.40625 -0.4 0.2 0.4
O -3.80981 0.61433 0.77302 0.6 0.8 -0.3
H 3.73689 1.35433 0.05357 0.0 0.4 0.1
H 4.71326 0.42623 -0.53519 0.2 0.1 -0.3
O 4.20324 1.21120 -0.78446 -0.2 -1.1 0.3
H -3.72288 -4.26428 0.77275 -1.1 -0.7 -0.8
O -4.53898 -4.66913 0.35230 0.0 0.6 0.5
H 4.32459 4.60940 -0.61828 0.1 0.1 0.0
O 4.71382 3.75032 -0.43713 0.0 0.3 0.2
H -3.93442 -4.03571 -3.75306 -0.1 0.5 0.9
H -2.42864 -4.47938 -3.33992 -0.3 0.5 0.8
O -3.15867 -4.54260 -3.94687 0.4 -1.0 -1.7
H -1.33483 -0.41463 -3.23953 -0.1 -0.1 -0.3
H -2.23669 0.55549 -2.68264 -0.4 -0.3 0.1
O -2.25481 -0.13945 -3.35700 0.6 0.2 0.1
H -2.36237 -1.43072 -6.55931 -0.2 -0.3 0.1
H -2.72013 -1.18853 -5.04058 -0.1 0.0 -0.1
O -2.32761 -0.80684 -5.83204 0.5 0.2 -0.4
H 4.03126 -2.31778 -1.74485 -0.2 -0.2 -0.1
H 3.31817 -3.67263 -1.62854 0.2 -0.3 -0.1
O 3.19100 -2.76746 -1.91972 0.1 0.4 -0.1
H 0.08289 0.82765 0.83010 1.3 0.2 -0.2
O 0.45866 -0.02517 1.09398 -1.2 0.1 1.6
H 2.36559 -2.98274 -0.12946 0.2 0.3 -0.2
H 1.80541 -3.73024 1.03987 -0.6 -0.1 0.4
O 2.42046 -3.03257 0.82752 1.0 -0.3 -0.1
H 1.67362 -1.18690 -1.94867 0.2 -0.1 0.2
H 2.20038 -0.15048 -0.95256 0.6 0.3 -0.2
O 1.38987 -0.50535 -1.31893 -0.2 -0.7 -0.7
H 2.46779 5.93021 -2.18835 1.4 -0.4 0.9
H 1.02685 5.45346 -1.62497 0.0 -0.5 1.6
O 1.54247 5.90448 -2.26478 -1.4 1.0 -2.5
H -2.20661 1.24229 5.69894 -0.2 0.3 0.3
H -2.09918 0.80529 4.26008 0.1 0.4 0.2
O -2.25120 0.45955 5.15387 0.4 -0.3 -0.3
H -4.29460 -2.51649 -0.49055 -0.1 -0.7 1.2
H -3.97059 -1.16958 -0.49060 -0.2 0.7 0.8
O -4.11260 -1.84140 0.19228 0.1 -0.7 -1.4
H -0.27151 2.78694 3.13464 0.4 0.0 0.2
H -1.29308 2.75498 2.03060 0.0 0.0 -0.2
O -1.21946 2.72662 2.98623 -0.1 0.0 0.1
H -1.50004 -3.73108 1.08300 -0.1 -0.6 -0.4
O -2.08368 -4.39906 0.66089 0.9 0.6 0.4
H 0.55030 1.53839 -5.67946 0.0 -0.6 -0.1
H -0.73585 0.63484 -5.39516 -0.9 -1.7 -0.9
O -0.26541 1.41075 -5.19100 0.7 2.3 1.0
H 0.92442 -5.13412 3.27040 -0.2 0.1 0.3
O 0.03889 -4.87854 2.98900 0.4 -0.5 -0.3
H -3.12019 2.03147 -3.78621 -0.8 -0.2 -0.8
H -3.54703 2.43502 -2.49554 -0.9 0.3 0.1
O -3.96981 2.25421 -3.35527 1.6 -0.1 0.6
H 2.38062 2.44690 2.76866 0.0 0.3 -1.3
H 2.91189 2.67334 4.04627 -0.2 0.1 0.5
O 2.03907 2.61498 3.63216 -0.5 0.4 1.1
H -0.10399 4.36211 -0.27094 0.3 0.4 0.6
H -1.08166 5.23162 0.46158 0.1 0.4 -0.1
O -0.14111 5.20009 0.24108 -0.5 -1.0 -0.6
H 3.88414 -1.92498 2.71693 0.5 0.4 -0.6
H 4.14379 -3.27200 2.45527 0.7 -0.7 -0.5
O 4.66530 -2.45916 2.45295 -1.9 -0.2 0.9
H 4.81195 2.19622 2.24082 0.0 0.0 0.0
H 5.34908 3.06782 3.34601 -0.1 -0.2 0.2
O 4.66487 2.40814 3.17170 0.8 0.5 -0.1
H -4.94757 1.49177 3.09600 -1.1 -1.0 0.1
H -4.13579 2.52402 2.52748 0.4 0.1 0.3
O -4.19555 2.00273 3.34188 0.5 1.0 -0.3
H -2.20594 -0.10928 -0.08524 0.3 -0.4 0.0
H -0.64373 -0.02711 -0.43108 -0.6 -0.3 0.2
O -1.52448 -0.27396 -0.75942 0.1 0.1 -0.2
H 3.63650 0.69010 2.64763 0.1 -0.1 0.3
H 2.13569 0.86723 2.43225 0.3 -0.7 -0.3
O 2.97924 0.75947 1.95119 -0.4 -0.2 -0.7
H 1.95201 -0.22692 5.29664 0.6 -0.4 0.5
H 3.23145 -1.15186 4.80487 -0.2 0.1 1.1
O 2.49637 -0.58022 4.59054 -0.4 0.2 -1.6
H -0.64507 -1.51153 5.88700 -0.4 0.1 0.0
H 0.53685 -2.31859 5.41139 -0.1 0.0 0.1
O -0.24748 -2.38355 5.97307 0.4 0.0 -0.3
H -1.66994 -1.98869 -1.41109 0.2 1.3 0.8
O -2.01264 -2.76940 -1.81869 -0.1 -1.5 -1.1
H -5.63260 -1.27826 -2.67831 0.3 -0.6 0.6
H -5.18483 0.06782 -2.53014 0.7 0.4 0.5
O -4.99212 -0.79541 -2.12776 -1.2 0.4 -1.5
H -1.79768 -4.36327 -0.26556 -0.3 0.3 0.1
H -4.19990 -5.48116 -0.02539 0.0 -0.2 0.0
H -0.21231 -4.11887 3.51396 0.0 0.3 0.2
H 4.86917 3.32048 -1.28433 -0.1 0.0 0.1
H 1.24461 -0.31219 0.63456 0.0 0.6 -0.1
H -2.25852 -2.46875 -2.70065 -0.2 0.1 0.1
O 2.31539 2.52343 -4.94580 0.7 0.9 0.0
H 3.05452 2.71101 -4.34870 -0.2 -0.6 0.2
H 2.37134 3.32649 -5.48420 -0.4 -0.2 -0.2
O 0.44918 5.92879 3.02438 -0.5 -1.4 0.8
H 0.73048 5.38067 3.77806 0.5 0.7 0.0
H -0.22295 5.28768 2.73247 0.1 0.7 -0.7
O 0.02611 -2.54972 1.22513 -1.4 0.4 -0.5
H -0.68062 -1.92283 1.44366 0.0 0.0 0.7
H 0.24511 -2.11393 0.38550 0.4 -0.5 0.1
O 1.46238 -1.75753 -6.21703 -0.2 -0.5 0.4
H 1.78599 -2.61395 -5.90487 0.3 0.2 -0.2
H 0.56525 -1.78203 -5.86317 -0.2 0.4 -0.2
O -0.75948 4.56853 -3.31000 0.4 0.1 0.1
H 0.07068 5.04387 -3.50054 -0.3 -0.1 0.2
H -0.95832 4.06623 -4.10099 -0.1 -0.1 -0.3
O 6.15189 -0.35043 2.64961 0.0 -0.5 -0.3
H 5.53280 -1.09060 2.78886 0.2 0.6 0.3
H 6.77750 -0.88635 2.14720 0.5 0.5 -0.1
O 0.02368 -5.95865 0.20808 1.1 -0.3 -0.4
H 0.26600 -5.47250 1.00685 -0.5 -0.1 0.1
H -0.90999 -6.13005 0.31468 -0.3 0.1 0.3
```
Forces are in eV/Å.